[1]
10
Properties=species:S:1:pos:R:3:forces:R:3 method="wB97M-V/def2-TZVPD" max_force_ev_per_a=2.4 smiles=Nc1ncco1 e_lumo_ev=0.912 orbital_gap_ev=9.39 de_lowest_kcal_mol=41.15
N 1.97544 0.01963 -0.33303 -0.236 -0.374 0.103
C 0.63635 -0.13356 -0.09108 -0.450 0.698 0.047
N -0.06371 0.97896 -0.05728 0.144 0.174 0.166
C -1.32726 0.59496 0.23562 -0.316 0.118 0.242
C -1.52468 -0.72099 0.43133 1.955 -0.059 -1.381
O -0.03650 -1.26415 0.12269 -1.797 0.790 0.139
H 2.24927 0.99444 -0.38973 -0.149 -0.459 0.057
H 2.70705 -0.66823 -0.33648 -0.476 -0.270 0.087
H -2.11909 1.32518 0.31279 -0.029 0.062 -0.042
H -2.47207 -1.19706 0.10637 1.354 -0.679 0.583



[2]
40
Properties=species:S:1:pos:R:3:forces:R:3 method="wB97M-V/def2-TZVPD" max_force_ev_per_a=1.3 e_lumo_ev=0.571 orbital_gap_ev=9.13
O -0.65394 -2.21230 -0.59629 -0.376 -0.182 0.399
C -1.49631 -2.18197 0.24284 0.487 0.156 -0.052
O -1.28183 -1.91870 1.57606 0.299 0.242 -0.367
C -2.55677 -1.35714 1.94458 -0.344 -0.240 -1.275
F -2.70347 -1.07063 3.21957 0.441 -0.219 0.524
C -3.39090 -2.46471 1.34926 0.122 -0.362 0.113
Br -5.28338 -2.36118 1.55731 0.336 0.203 -0.461
O -2.83367 -2.36548 0.02265 0.054 -0.088 -0.210
H -2.64680 -0.50878 1.26730 -0.371 0.796 0.745
H -3.04299 -3.43402 1.68242 -0.478 -0.237 0.570
C -1.93768 -4.69785 -2.15222 0.175 -0.016 -0.153
S -3.16244 -5.89283 -1.63628 -0.102 0.016 -0.073
O -3.49005 -5.55651 -0.22466 0.009 0.005 0.208
C -2.06711 -7.31668 -1.59369 0.113 -0.042 0.007
H -2.41999 -3.72542 -2.19240 -0.031 0.001 0.032
H -1.13187 -4.67467 -1.42001 -0.009 0.017 0.012
H -1.54804 -4.95299 -3.13843 -0.046 -0.045 0.004
H -1.23874 -7.12072 -0.91251 -0.028 0.047 0.011
H -1.69586 -7.51861 -2.59864 -0.024 0.011 -0.007
H -2.64172 -8.16936 -1.23867 -0.046 0.026 0.004
C 1.89261 2.63813 1.14880 -0.079 0.030 0.249
S 1.10975 1.07415 0.75304 0.000 -0.036 -0.125
O -0.29720 1.14996 1.24239 -0.020 -0.020 0.074
C 2.03094 0.09247 1.94394 -0.006 -0.081 0.108
H 1.43685 3.40986 0.53807 0.021 -0.023 -0.102
H 1.74198 2.86183 2.20648 -0.028 -0.087 0.005
H 2.95497 2.58023 0.91634 -0.010 0.002 -0.078
H 1.87650 0.49247 2.94639 -0.039 0.032 -0.021
H 3.08914 0.11183 1.68350 -0.007 0.007 -0.033
H 1.65959 -0.92930 1.89389 -0.042 0.018 -0.048
C 1.74647 7.14332 -1.22263 -0.044 0.074 0.061
S 2.88670 5.87392 -1.78589 -0.001 0.019 -0.087
O 2.46379 4.59848 -1.14814 0.045 0.093 0.016
C 4.30742 6.47452 -0.86326 0.055 0.047 0.082
H 0.77015 6.92958 -1.65192 0.019 -0.045 -0.030
H 1.68279 7.12213 -0.13465 0.026 -0.047 -0.004
H 2.09170 8.11810 -1.56687 0.005 -0.008 -0.023
H 4.07012 6.49927 0.20044 -0.046 -0.027 -0.014
H 4.57503 7.46956 -1.21832 -0.001 -0.006 -0.024
H 5.13427 5.79007 -1.03977 -0.029 -0.030 -0.039